Record 1
The following is a DFT calculation (ωB97M-V with the def2-TZVPD basis set) of C14H38B2KO7S3Sn as an isolated structure.

Each line ends with the Löwdin charge.
Positions of all 66 atoms, in Å:
Sn: 5.56302 1.48530 21.96956  1.647
K: 5.97113 4.11451 18.16962  0.775
S: 9.14235 1.98507 24.23591  0.900
S: 7.62415 -0.08827 18.96216  0.902
S: 12.78281 5.60577 18.69579  0.834
O: 5.12811 4.06100 23.65774  0.017
O: 8.07183 1.22593 23.47766  -0.699
O: 7.55198 6.76326 17.34017  0.076
O: 8.57700 8.65689 17.73815  0.036
O: 6.25559 0.39479 19.39868  -0.651
O: 5.65372 5.82026 24.85167  0.024
O: 12.58620 6.73329 19.65813  -0.556
C: 5.13312 5.26274 23.76311  -0.486
C: 4.85691 6.33752 22.73084  -0.066
C: 8.58372 1.28256 18.22210  -0.241
C: 4.80121 7.60568 23.55872  -0.121
C: 10.08538 3.02384 23.07453  -0.250
C: 8.54263 7.27461 19.57795  -0.082
C: 11.57911 5.91306 17.38928  -0.255
C: 8.23540 3.32131 25.07294  -0.240
C: 9.15994 9.45543 18.77689  -0.122
C: 8.17263 7.43300 18.13092  -0.480
C: 5.54770 7.27264 24.87488  -0.097
C: 8.71258 8.71636 20.02523  -0.141
C: 11.97785 4.17734 19.43868  -0.267
C: 8.68973 -0.12167 20.42317  -0.253
B: 7.41567 3.74291 20.87163  -0.533
B: 3.67502 2.69895 19.55827  -0.493
H: 9.55833 0.90702 17.92159  0.064
H: 6.84494 4.72803 20.74772  -0.051
H: 3.12625 3.47853 18.86632  -0.027
H: 10.60659 5.98688 17.87763  0.020
H: 9.39609 8.77830 20.87001  0.124
H: 8.62863 2.08246 18.96626  0.016
H: 4.98789 7.56956 25.75722  0.126
H: 11.08719 2.61508 22.93063  0.050
H: 8.84470 3.81703 25.82858  0.065
H: 11.71981 6.93042 17.01428  0.060
H: 12.37555 3.30010 18.92453  0.050
H: 7.53946 3.45883 22.01376  -0.045
H: 3.98088 3.18796 20.62178  -0.064
H: 9.49175 6.72022 19.57958  0.114
H: 7.69964 8.93148 20.37558  0.120
H: 8.13545 1.84483 17.40198  0.055
H: 2.90588 1.82618 19.74142  -0.032
H: 6.58132 7.60433 24.94258  0.125
H: 3.90348 6.06169 22.27732  0.135
H: 8.81830 10.48751 18.75111  0.130
H: 7.37792 2.90162 25.59565  0.063
H: 5.25553 8.49531 23.13282  0.117
H: 7.92105 6.65604 20.22106  0.100
H: 12.16426 4.13064 20.50900  0.050
H: 8.44157 -1.01905 20.99289  0.063
H: 10.24884 9.49800 18.72028  0.131
H: 7.89440 4.03306 24.32368  0.035
H: 6.83643 2.94951 20.28295  -0.120
H: 5.59518 6.16699 21.94440  0.108
H: 10.89251 4.17786 19.31294  0.030
H: 3.73815 7.68679 23.77704  0.122
H: 8.48653 3.80256 20.38021  -0.007
H: 10.11557 4.04179 23.45684  0.062
H: 8.57445 0.74244 21.07952  0.025
H: 4.61662 2.27872 19.06301  -0.133
H: 11.57103 5.31872 16.47743  0.063
H: 9.73096 3.05956 22.04583  0.015
H: 9.72833 -0.24948 20.11906  0.067

Cartesian forces (eV/Å) of the 2 atoms listed first:
Sn 0.755 2.013 -1.828
K -0.106 0.341 -0.011

- E_tot (eV) = -85470.97468
- LUMO level (eV) = -4.084
- charge = +1
- ΔE to the lowest compared entry with this formula, charge and spin (kJ/mol) = 0.00
- highest occupied orbital energy (eV) = -11.26

Record 2
The following is a DFT calculation (ωB97M-V with the def2-TZVPD basis set) of C32H27Cl3MnN8Si as an isolated structure.

Each line ends with the Löwdin charge.
Positions of all 72 atoms, in Å:
Mn: -0.06502 0.96768 -0.44095  0.317
Cl: -0.25880 1.89511 -2.54235  -0.162
Cl: -3.09220 1.86841 2.33820  0.175
Cl: -3.73055 2.64659 -0.77746  0.225
Si: -2.50028 1.38281 0.34544  -0.077
N: -6.60616 -4.29195 -0.83595  0.170
N: -5.24177 -4.98499 0.79086  0.188
N: 1.96384 3.11748 0.53081  -0.056
N: -0.45269 -1.28107 -0.63013  0.004
N: -3.68146 -0.21945 0.26140  -0.155
N: 1.91703 0.26451 -0.23220  -0.051
N: 0.46505 -2.23367 -0.39320  -0.066
N: 0.82283 2.53739 0.95431  0.000
C: 1.22846 4.36675 2.19193  -0.047
C: 1.97445 -3.13560 1.23905  -0.007
C: -1.01340 -3.15049 -1.74604  -0.043
C: -5.26582 -1.63363 -0.78592  0.022
C: -6.94655 -5.60812 -0.59310  -0.187
C: -7.97566 -7.72579 -0.64119  -0.087
C: -4.61647 -0.41920 -0.66914  -0.112
C: 5.57615 3.92899 -2.69670  -0.056
C: 2.34358 -0.84525 0.43782  -0.246
C: -1.34594 -1.82645 -1.44883  -0.161
C: -6.08458 -6.02298 0.42577  -0.219
C: 4.77948 1.58673 -2.17021  -0.041
C: 0.36992 3.28985 1.94700  -0.141
C: 2.83859 2.53526 -0.45074  -0.122
C: -7.91269 -6.44635 -1.14802  -0.020
C: -6.16414 -7.32493 0.92671  -0.011
C: -4.94043 -2.66437 0.08659  -0.106
C: 3.51965 -4.30701 2.85126  -0.063
C: 2.87590 1.15920 -0.70546  -0.270
C: 3.91321 -1.97608 1.94001  -0.050
C: 3.70146 3.41417 -1.10475  0.006
C: 4.68218 2.96445 -1.96724  -0.279
C: 0.15572 -3.36834 -1.05091  -0.053
C: -7.11235 -8.16132 0.38335  -0.087
C: 3.53018 -0.87655 1.20398  -0.014
C: -3.34970 -1.21199 1.10120  -0.124
C: 3.13457 -3.13334 1.99283  -0.293
C: -3.96058 -2.44340 1.05056  0.032
C: 2.23709 4.21350 1.27228  -0.056
C: -5.58639 -3.98834 0.02677  -0.280
C: 1.59984 -2.04360 0.46292  -0.122
C: 3.89348 0.72246 -1.56859  -0.013
H: 6.57811 3.51816 -2.82590  0.075
H: 4.14777 0.01291 1.21025  0.114
H: -3.67848 -3.22909 1.73494  0.124
H: 5.18602 4.15601 -3.69143  0.083
H: 3.94542 -0.34041 -1.77187  0.122
H: 0.80518 -4.22439 -0.99974  0.126
H: 5.53716 1.19470 -2.83926  0.112
H: 1.13365 5.13580 2.93739  0.095
H: 5.66671 4.87161 -2.15620  0.073
H: 3.59384 4.48048 -0.94998  0.112
H: 3.13461 4.78326 1.11440  0.120
H: 3.19438 -5.24977 2.40899  0.072
H: -5.49720 -7.65213 1.71258  0.114
H: -0.54976 3.02129 2.44109  0.058
H: 4.60080 -4.35850 2.98302  0.073
H: -4.83121 0.41364 -1.32294  0.077
H: 1.33316 -4.01033 1.25141  0.115
H: 3.07366 -4.24188 3.84703  0.078
H: -6.00484 -1.74171 -1.56701  0.114
H: -8.70761 -8.41608 -1.03926  0.103
H: -2.15127 -1.22079 -1.83370  0.101
H: -2.56804 -0.99348 1.81735  0.109
H: -8.57655 -6.11716 -1.93617  0.109
H: -7.20299 -9.17655 0.74541  0.102
H: -1.52527 -3.83791 -2.39574  0.095
H: -7.02625 -3.68547 -1.51600  0.152
H: 4.83296 -1.92849 2.51317  0.111

Cartesian forces (eV/Å) of the 2 atoms listed first:
Mn 0.644 -0.228 -0.015
Cl -0.119 0.020 -0.054

- E_tot (eV) = -122314.40699
- spin multiplicity = 6
- LUMO level (alpha / beta) (eV) = -1.290 / -1.293
- ΔE to the lowest compared entry with this formula, charge and spin (kJ/mol) = 0.00
- highest occupied orbital energy (alpha / beta) (eV) = -6.52 / -6.59

Record 3
The following is a DFT calculation (ωB97M-V with the def2-TZVPD basis set) of C15H7Cl5NOPtS4 as an isolated structure.

Each line ends with the Löwdin charge.
Positions of all 34 atoms, in Å:
Pt: 1.22820 0.17581 0.31189  0.619
Cl: 6.82598 -1.24469 -0.42634  0.631
Cl: 3.34258 -5.19234 0.42901  0.637
Cl: 1.13035 -3.23457 0.93798  0.644
Cl: 4.72172 0.82878 -0.02052  0.585
Cl: 6.20233 -4.25881 -0.26075  0.641
S: 2.28394 2.31755 0.33347  0.512
S: -0.76141 -0.88785 1.79948  0.547
S: -0.49242 -1.19236 -1.12488  0.570
S: 0.02152 4.43009 0.21759  1.020
O: -2.55796 -2.00035 0.33506  -0.251
N: -0.21059 1.84782 0.14161  -0.161
C: -3.90628 2.30737 -0.03077  -0.087
C: 0.66918 2.81427 0.22233  -1.133
C: -2.78073 4.43028 0.06152  -0.111
C: 4.94632 -3.09950 -0.01396  -0.734
C: -3.95325 3.70120 -0.00903  -0.111
C: -1.35016 -1.39888 0.31711  -1.384
C: 5.19929 -1.74156 -0.09334  -0.718
C: 2.64111 -2.54626 0.46342  -0.673
C: -3.09374 -2.48962 -0.89096  -0.133
C: -1.51281 2.34159 0.09247  -0.280
C: 4.16693 -0.81097 0.08085  -0.671
C: -1.57491 3.74524 0.11392  -0.479
C: 2.80536 -1.14293 0.31619  -0.346
C: -2.70549 1.62397 0.01518  -0.015
C: 3.65522 -3.49509 0.28500  -0.715
H: -4.90597 4.21393 -0.04376  0.094
H: -2.42354 -3.22388 -1.33844  0.074
H: -3.24460 -1.67430 -1.60030  0.072
H: -4.82903 1.74269 -0.07746  0.099
H: -2.79929 5.51270 0.08107  0.100
H: -4.04529 -2.94760 -0.62907  0.087
H: -2.69255 0.54830 0.00441  0.068

Cartesian forces (eV/Å) of the 2 atoms listed first:
Pt -0.043 0.315 -0.524
Cl -0.036 0.030 0.011

- E_tot (eV) = -128409.05889
- LUMO level (eV) = 2.472
- charge = -1
- ΔE to the lowest compared entry with this formula, charge and spin (kJ/mol) = 156.45
- highest occupied orbital energy (eV) = -3.99